(P)
C3H6O2S in the gas phase. Source: OMol25; level of theory: the ωB97M-V functional and the def2-TZVPD basis.

Structure (ORCA input):
```
! wB97M-V def2-TZVPD RIJCOSX def2/J DEFGRID3
* xyz 0 1
O -2.845 0.213 0.218
C -2.067 -0.650 -0.153
H -2.307 -1.657 -0.440
O -0.762 -0.478 -0.254
S 2.226 -0.454 0.064
C -0.308 0.784 0.182
H 1.251 1.215 -1.300
H 1.634 1.813 0.313
H -0.916 1.598 -0.289
C 1.122 0.977 -0.252
H -0.448 0.786 1.239
H 1.547 -1.018 1.067
*
```

LUMO level	0.82	eV
HOMO-LUMO gap	9.973	eV

---

(Q)
C3H6O2S in the gas phase. Source: OMol25; level of theory: the ωB97M-V functional and the def2-TZVPD basis.

Structure (ORCA input):
```
! wB97M-V def2-TZVPD RIJCOSX def2/J DEFGRID3
* xyz 0 1
H 1.587 -1.593 -0.959
S -1.416 -0.908 -1.681
H -2.348 0.772 0.828
C -0.780 -0.242 -0.319
H 0.598 1.144 1.097
C -1.315 0.422 0.927
H -1.416 -0.307 1.748
H 2.408 -0.061 -0.434
C 1.545 -0.506 -0.873
H 1.099 -0.029 -1.804
O 0.490 -0.167 0.007
O -0.450 1.474 1.463
*
```

LUMO level	0.19	eV
HOMO-LUMO gap	9.430	eV

---

The energy of each structure relative to the most stable one, in eV, is as follows: (P) 0.000; (Q) 1.908.

---

(P)
A molecular structure, C3H6O2S. Source: OMol25; level of theory: the ωB97M-V functional and the def2-TZVPD basis.

Structure (ORCA input):
```
! wB97M-V def2-TZVPD RIJCOSX def2/J DEFGRID3
* xyz 0 1
O -0.521 -0.796 1.719
O -2.123 0.644 0.210
H 1.250 -1.559 1.074
C 0.474 0.226 -0.104
S 1.258 -0.422 -1.474
H 1.218 0.434 1.670
H -0.528 1.661 -1.308
H -0.562 2.118 0.496
H -2.037 -0.515 -0.227
C -0.727 1.214 -0.255
C 0.688 -0.511 1.176
H -0.921 0.263 1.550
*
```

LUMO level	-1.06	eV
HOMO-LUMO gap	7.902	eV

---

(Q)
C3H6O2S in the gas phase. Source: OMol25; level of theory: the ωB97M-V functional and the def2-TZVPD basis.

Structure (ORCA input):
```
! wB97M-V def2-TZVPD RIJCOSX def2/J DEFGRID3
* xyz 0 1
H 2.074 1.415 -0.926
H 0.893 -1.553 1.278
H 0.530 0.709 -1.247
C 0.617 -0.826 0.726
H 0.963 1.333 0.487
O -2.327 0.914 0.356
S -0.814 -1.342 -0.267
O 1.471 -0.392 -0.119
C 1.251 0.801 -0.400
H -2.849 -0.818 -1.093
H 0.317 -0.109 1.433
C -2.126 -0.133 -0.228
*
```

LUMO level	0.74	eV
HOMO-LUMO gap	10.443	eV

---

(R)
C3H6O2S in the gas phase. Source: OMol25; level of theory: the ωB97M-V functional and the def2-TZVPD basis.

Structure (ORCA input):
```
! wB97M-V def2-TZVPD RIJCOSX def2/J DEFGRID3
* xyz 0 1
H -0.131 -2.055 -0.101
S -0.797 1.581 -0.546
C 0.145 -1.021 -0.456
H -0.365 2.028 0.637
O 1.159 -0.850 -1.476
C 0.491 -0.363 0.820
H 0.902 -1.872 1.700
O 0.447 -0.994 2.087
H 1.006 -0.088 -2.222
H 1.168 0.383 0.804
H -1.681 -0.475 0.536
C -0.802 -0.029 0.051
*
```

LUMO level	0.62	eV
HOMO-LUMO gap	9.709	eV

---

The energy of each structure relative to the most stable one, in eV, is as follows: (P) 1.900; (Q) 0.663; (R) 0.000.

---

(P)
C3H6N2O2 in the gas phase. Source: OMol25; level of theory: the ωB97M-V functional and the def2-TZVPD basis.

Structure (ORCA input):
```
! wB97M-V def2-TZVPD RIJCOSX def2/J DEFGRID3
* xyz 0 1
H -2.488 0.391 -0.860
C -1.171 -0.556 0.298
O 1.135 0.467 0.850
O -1.779 -1.606 0.346
H 1.615 -0.049 -2.205
N 1.070 -0.178 -1.357
C 0.035 -0.369 1.217
H 2.568 0.981 -0.420
H 0.389 -1.362 1.501
C 1.633 0.414 -0.391
H -0.974 1.163 -0.766
N -1.658 0.573 -0.312
H -0.376 0.130 2.099
*
```

LUMO level	0.76	eV
HOMO-LUMO gap	10.638	eV

---

(Q)
C3H6N2O2 in the gas phase. Source: OMol25; level of theory: the ωB97M-V functional and the def2-TZVPD basis.

Structure (ORCA input):
```
! wB97M-V def2-TZVPD RIJCOSX def2/J DEFGRID3
* xyz 0 1
H 2.873 1.627 0.188
C 3.350 0.603 -0.304
H 0.042 -1.031 1.503
H 4.198 -0.030 -0.434
N 2.509 -0.470 -0.043
C -0.059 -0.669 0.408
H -2.978 1.460 0.811
O -1.088 0.237 -0.038
C -3.327 0.468 0.080
N -2.374 -0.390 -0.594
H -0.010 -1.556 -0.383
O 1.038 0.140 0.246
H -4.451 0.118 0.000
*
```

LUMO level	0.33	eV
HOMO-LUMO gap	9.851	eV

---

The energy of each structure relative to the most stable one, in eV, is as follows: (P) 0.000; (Q) 8.952.